No. 1
This record from the Open Molecules 2025 dataset describes a 3-piece molecular cluster, C2H9NS overall. The level of theory is ωB97M-V/def2-TZVPD.

Atoms and positions in Å:
1 H -4.3873 -6.0032 -0.5586
2 H -4.7451 -5.5874 -0.9348
3 C -0.2521 3.3833 0.0885
4 C -0.0452 1.9570 0.3339
5 S -1.7300 2.3173 -0.3698
6 H 0.0808 4.0533 0.9924
7 H 0.4335 3.5956 -0.8309
8 H -0.2517 1.3957 1.3338
9 H 0.8357 1.5219 -0.2109
10 N 2.5589 -2.0317 0.1014
11 H 3.0109 -1.2751 0.6504
12 H 1.5627 -1.6490 0.1863
13 H 2.9290 -1.6778 -0.7816

Atoms 1-6, force components in eV/Å:
1.9407 -2.2549 2.0401
-1.9406 2.2551 -2.0401
2.6380 0.5603 0.0719
-0.0699 -2.6301 1.2742
1.8131 1.0680 0.3039
-1.9380 -0.8249 -1.7397

ΔE to the lowest compared entry with this formula, charge and spin: 70.37 kcal per mole
SMILES: [H][H].C1CS1.N
F_max: 3.61 eV/Å
LUMO energy: 0.6 eV
spin multiplicity: 1
E_HOMO: -9.102 eV
total charge: 0

So, what does the Mulliken scheme give us? The charges, in e, come out as:
1 H 0.001
2 H -0.001
3 C -0.515
4 C -0.296
5 S -0.130
6 H 0.283
7 H 0.213
8 H 0.255
9 H 0.183
10 N -0.699
11 H 0.230
12 H 0.245
13 H 0.231

No. 2
This record from the Open Molecules 2025 dataset describes CH4N2O in the gas phase. The level of theory is ωB97M-V/def2-TZVPD.

Atoms and positions in Å:
1 N -0.4985 0.9373 0.4536
2 C 0.2062 0.2269 -0.4086
3 N 0.2114 -1.1165 -0.1098
4 O 0.7995 0.5939 -1.4391
5 H -0.6097 0.6537 1.5311
6 H -0.6704 1.8436 0.1580
7 H 1.0989 -1.5297 -0.6934
8 H -0.5374 -1.6094 0.5082

Atoms 1-6, force components in eV/Å:
-1.1203 -0.5484 4.3885
1.2617 -2.4502 -2.0428
1.8968 -2.1029 -0.6208
-0.9250 0.4907 1.6915
0.4132 0.9951 -3.8428
-0.4000 2.0424 0.0160

ΔE to the lowest compared entry with this formula, charge and spin: 27.23 kcal per mole
SMILES: NC(N)=O
F_max: 4.56 eV/Å
LUMO energy: 0.7 eV
spin multiplicity: 1
E_HOMO: -9.625 eV
total charge: 0

So, what does the Mulliken scheme give us? The charges, in e, come out as:
1 N -0.438
2 C 0.594
3 N -0.500
4 O -0.639
5 H 0.252
6 H 0.226
7 H 0.272
8 H 0.232

No. 3
This record from the Open Molecules 2025 dataset describes C3H4OS2 in the gas phase. The level of theory is ωB97M-V/def2-TZVPD.

Atoms and positions in Å:
1 O 2.1569 -0.0636 -0.0677
2 C 0.8699 0.4086 -0.3337
3 C -0.3354 -0.2659 0.4530
4 S -1.3413 -1.6598 -0.1860
5 C -1.7394 0.0314 0.1576
6 S -2.9246 1.0343 -0.1579
7 H 2.0571 -0.9545 -0.3580
8 H 0.4943 0.3348 -1.3421
9 H 0.9662 1.4768 0.1878
10 H -0.2037 -0.3421 1.6469

Atoms 1-6, force components in eV/Å:
-0.8162 -0.3012 -0.2981
-1.5834 2.6342 3.3759
0.9345 0.7052 3.3909
-0.0208 0.2368 0.0624
0.7557 -1.0181 -1.2235
-0.0266 0.3757 0.3627

ΔE to the lowest compared entry with this formula, charge and spin: 56.89 kcal per mole
SMILES: OC[C@@H]1SC1=S
F_max: 4.57 eV/Å
LUMO energy: -0.5 eV
spin multiplicity: 1
E_HOMO: -8.883 eV
total charge: 0

So, what does the Mulliken scheme give us? The charges, in e, come out as:
1 O -0.442
2 C -0.381
3 C 0.034
4 S -0.094
5 C 0.026
6 S -0.303
7 H 0.299
8 H 0.343
9 H 0.239
10 H 0.278

No. 4
This record from the Open Molecules 2025 dataset describes C42H46FGe2MoN2OS4SbSe5 as an isolated structure. The level of theory is ωB97M-V/def2-TZVPD.

Atoms and positions in Å:
1 Mo 0.1141 0.1864 0.3288
2 O 0.8041 4.5984 -5.1092
3 C 0.4329 3.6249 -4.4949
4 S 0.6474 1.9635 -5.0664
5 C -0.1501 1.1833 -3.7104
6 C -0.5783 1.9553 -2.7037
7 S -1.3844 1.4149 -1.2586
8 S -0.3210 3.6820 -2.8988
9 S -0.2969 -0.5378 -3.8448
10 Se -0.7880 -3.2752 -2.0272
11 Sb 0.7965 -4.3390 -0.0722
12 Se 1.3411 -1.9300 0.8490
13 Se 0.3735 -1.3299 -1.8246
14 Se 2.7804 -5.1038 -1.1470
15 C -1.3610 -3.0080 3.1319
16 N -2.5194 -2.1482 3.3021
17 C -3.0701 -1.4143 2.3104
18 Se -2.5174 -1.2843 0.5568
19 N -4.1232 -0.7681 2.8572
20 C -4.2678 -1.0922 4.2036
21 C -5.1852 -0.7176 5.1711
22 C -4.9991 -1.2209 6.4488
23 C -3.9308 -2.0724 6.7462
24 C -3.0250 -2.4589 5.7700
25 C -3.2243 -1.9609 4.4914
26 H -1.4031 -3.4575 2.1525
27 H -1.3781 -3.7822 3.8963
28 H -0.4452 -2.4315 3.2155
29 H -4.6821 -0.1244 2.3206
30 H -6.0054 -0.0509 4.9419
31 H -5.6902 -0.9393 7.2359
32 H -3.8064 -2.4341 7.7611
33 H -2.1877 -3.1090 5.9986
34 C 6.7527 1.0804 -2.8001
35 C 5.4044 0.4676 -2.4230
36 C 5.2221 0.3358 -0.9131
37 C 3.8251 -0.1503 -0.5061
38 Ge 2.2708 1.0681 -0.7988
39 C 2.7313 2.9841 -0.5851
40 C 3.8281 3.5002 -1.5252
41 C 3.9671 5.0245 -1.4974
42 C 4.4314 5.5687 -0.1468
43 H 6.8717 1.1497 -3.8848
44 H 7.5784 0.4780 -2.4073
45 H 6.8469 2.0891 -2.3858
46 H 5.3109 -0.5260 -2.8716
47 H 4.5979 1.0785 -2.8343
48 H 5.4404 1.2959 -0.4332
49 H 5.9663 -0.3746 -0.5327
50 H 3.8304 -0.4294 0.5501
51 H 3.5735 -1.0613 -1.0550
52 H 2.1259 1.0207 -2.3519
53 H 2.9764 3.1943 0.4647
54 H 1.8079 3.5209 -0.8111
55 H 3.5959 3.1935 -2.5509
56 H 4.7971 3.0553 -1.2730
57 H 3.0046 5.4744 -1.7596
58 H 4.6814 5.3257 -2.2692
59 H 3.6824 5.3989 0.6304
60 H 4.6133 6.6446 -0.2008
61 H 5.3610 5.0829 0.1675
62 C -0.1225 4.1644 0.7684
63 Ge -0.9187 2.4855 1.4571
64 C -2.8692 2.9576 1.2942
65 C -3.8844 2.1228 0.8202
66 C -5.2125 2.5450 0.7761
67 C -5.5558 3.8244 1.1998
68 C -4.5620 4.6677 1.6792
69 C -3.2401 4.2340 1.7304
70 C -0.5391 2.8979 3.4141
71 C 0.7225 3.4041 3.6353
72 C 1.1474 3.8864 4.8936
73 C 0.2865 3.8952 5.9497
74 C -1.0285 3.3954 5.7965
75 C -1.9367 3.4153 6.8875
76 C -3.2054 2.9318 6.7581
77 C -3.6117 2.3654 5.5293
78 C -2.7518 2.3124 4.4677
79 C -1.4419 2.8645 4.5349
80 H -0.5800 4.9936 1.3158
81 H -0.3185 4.3026 -0.2938
82 H 0.9539 4.2030 0.9395
83 H -3.6475 1.1296 0.4724
84 H -5.9772 1.8735 0.3942
85 H -6.5864 4.1593 1.1535
86 H -4.8153 5.6688 2.0169
87 H -2.4910 4.8986 2.1472
88 H 1.4290 3.4392 2.8117
89 H 2.1610 4.2604 5.0098
90 H 0.5930 4.2850 6.9177
91 H -1.5981 3.8310 7.8334
92 H -3.8970 2.9691 7.5935
93 H -4.6209 1.9835 5.4282
94 H -3.0717 1.8585 3.5427
95 F 2.0628 -0.0124 6.3519
96 C 1.6487 0.0875 5.0659
97 C 2.5574 0.4398 4.0940
98 C 2.1233 0.5433 2.7753
99 C 0.7969 0.3104 2.4019
100 C -0.0794 -0.0340 3.4399
101 C 0.3234 -0.1532 4.7649
102 H 3.5895 0.6311 4.3709
103 H 2.8570 0.8163 2.0248
104 H -1.1294 -0.1629 3.2208
105 H -0.3799 -0.3975 5.5571

Atoms 1-6, force components in eV/Å:
-0.8511 -0.7385 0.3264
-0.2379 -0.3994 0.2462
0.3482 0.3572 -0.1919
-0.0435 0.0214 0.0598
0.1308 0.0854 -0.2293
0.0657 -0.0370 0.0100

ΔE to the lowest compared entry with this formula, charge and spin: 55.75 kcal per mole
F_max: 1.41 eV/Å
LUMO energy (alpha / beta): 0.0 / 1.1 eV
spin multiplicity: 2
E_HOMO (alpha / beta): -5.038 / -5.074 eV
total charge: -1

Here are the Mulliken charges for atoms 1 to 99, given in e:
1 Mo 0.433
2 O -0.627
3 C 0.633
4 S -0.187
5 C 0.382
6 C -0.442
7 S -0.543
8 S -0.041
9 S -0.441
10 Se -0.490
11 Sb 0.147
12 Se -0.438
13 Se 0.423
14 Se -0.586
15 C -1.066
16 N 0.359
17 C -0.510
18 Se -0.046
19 N 0.262
20 C 0.224
21 C -0.797
22 C -0.551
23 C -0.768
24 C -0.888
25 C 1.371
26 H 0.310
27 H 0.328
28 H 0.312
29 H 0.180
30 H 0.553
31 H 0.394
32 H 0.394
33 H 0.374
34 C -1.463
35 C 0.118
36 C -0.893
37 C -0.748
38 Ge 0.532
39 C -0.169
40 C 0.020
41 C -0.726
42 C -1.160
43 H 0.402
44 H 0.350
45 H 0.273
46 H 0.503
47 H -0.020
48 H 0.265
49 H 0.514
50 H 0.411
51 H 0.432
52 H -0.396
53 H 0.698
54 H -0.224
55 H 0.286
56 H -0.181
57 H 0.296
58 H 0.415
59 H 0.205
60 H 0.409
61 H 0.269
62 C -1.441
63 Ge 2.157
64 C -0.046
65 C 0.051
66 C -1.148
67 C -0.607
68 C -0.813
69 C -0.522
70 C -0.398
71 C -0.139
72 C -1.087
73 C -1.106
74 C 1.212
75 C -0.884
76 C -0.907
77 C -1.098
78 C 0.437
79 C 0.570
80 H 0.540
81 H 0.209
82 H 0.077
83 H 0.754
84 H 0.477
85 H 0.379
86 H 0.401
87 H 0.165
88 H 0.137
89 H 0.414
90 H 0.336
91 H 0.398
92 H 0.384
93 H 0.511
94 H 0.106
95 F -0.437
96 C 0.111
97 C -1.048
98 C -0.629
99 C 1.865

Among the records above, which one has the highest F_max?
C3H4OS2

Which value of spin multiplicity does entry 4 give?
2

Among the records above, which one has the lowest total charge?
C42H46FGe2MoN2OS4SbSe5